ORCA calculation (the ωB97M-V functional and the def2-TZVPD basis) on a molecular structure, C36H45BrCsN4OP2S4Sb in a non-equilibrium geometry.

Results
Total energy   -185119.1149 eV
Relative energy (zero: lowest compared OMol25 entry of this formula, charge and spin)   20.51 kcal per mole
Charge   -2

XYZ file:
```
95
C36H45BrCsN4OP2S4Sb | the OMol25 dataset | the ωB97M-V functional and the def2-TZVPD basis
Cs 1.07 -0.10 0.62
C -0.49 -4.56 3.64
C 0.17 -3.35 2.99
C 0.17 -2.17 3.96
P -0.56 -2.74 1.36
C -0.81 -4.34 0.45
C -1.59 -4.06 -0.84
C 0.56 -4.95 0.13
C -2.26 -2.29 1.87
C -3.25 -3.21 2.19
C -4.49 -2.82 2.68
C -4.74 -1.46 2.86
C -3.78 -0.52 2.53
C -2.52 -0.89 1.99
N -1.63 0.02 1.51
C -1.55 1.27 2.04
C -1.63 1.52 3.43
C -1.49 2.78 3.95
C -1.26 3.87 3.11
C -1.16 3.65 1.75
C -1.29 2.38 1.19
P -1.09 1.98 -0.58
C -0.21 3.51 -1.21
C 1.19 3.56 -0.58
C -0.10 3.43 -2.73
C -2.83 2.30 -1.23
C -3.74 1.16 -0.77
C -3.44 3.65 -0.86
H 0.01 -4.78 4.58
H -0.42 -5.45 3.02
H -1.55 -4.36 3.86
H 1.20 -3.60 2.75
H -0.86 -1.90 4.24
H 0.63 -1.29 3.50
H 0.73 -2.41 4.86
H -1.37 -5.04 1.07
H -0.99 -3.44 -1.51
H -2.52 -3.54 -0.63
H -1.83 -4.99 -1.36
H 1.16 -4.26 -0.47
H 0.44 -5.88 -0.43
H 1.13 -5.16 1.04
H -3.05 -4.27 2.06
H -5.24 -3.56 2.93
H -5.70 -1.14 3.24
H -4.00 0.53 2.65
H -1.79 0.67 4.09
H -1.54 2.93 5.03
H -1.15 4.87 3.52
H -0.98 4.51 1.11
H -0.76 4.42 -0.94
H 1.78 2.73 -0.95
H 1.15 3.49 0.51
H 1.70 4.49 -0.85
H 0.35 2.47 -3.01
H 0.55 4.23 -3.11
H -1.07 3.52 -3.22
H -2.73 2.25 -2.32
H -3.86 1.19 0.32
H -3.31 0.19 -1.01
H -4.73 1.23 -1.23
H -3.42 3.79 0.22
H -4.48 3.70 -1.19
H -2.91 4.48 -1.32
S 6.72 -1.46 1.37
Sb 4.56 -2.17 1.21
S 3.44 -1.75 -0.76
S 3.33 -0.56 2.92
S 4.03 -4.18 2.18
Br 7.63 4.41 -1.57
C 6.10 3.33 -1.93
C 5.63 3.27 -3.23
C 4.51 2.50 -3.50
C 3.86 1.80 -2.48
C 4.36 1.89 -1.18
C 5.49 2.64 -0.90
N 2.68 1.10 -2.69
C 2.52 0.29 -3.64
C 1.23 -0.36 -3.87
C 0.99 -1.06 -5.05
C -0.23 -1.67 -5.24
C -1.19 -1.58 -4.24
C -0.86 -0.86 -3.09
N 0.30 -0.26 -2.92
H 6.12 3.82 -4.02
H 4.11 2.46 -4.51
H 3.87 1.33 -0.39
H 5.88 2.67 0.11
H 3.34 0.03 -4.33
H 1.77 -1.13 -5.81
H -0.44 -2.22 -6.15
H -2.15 -2.07 -4.33
H -1.57 -0.76 -2.27
O 2.70 1.64 1.96
N 3.43 0.66 1.83
```